Entry 1:
Entry from the OMol25 dataset: a cluster of 13 separate species, C88H170N10O12 in total at a distorted geometry (the ωB97M-V functional and the def2-TZVPD basis).

molecular weight	1560.39	u
electronic energy	-133404.171	eV
highest occupied orbital energy	-15.612	eV

Geometry as ORCA input:
```
! RIJCOSX wB97M-V def2-TZVPD def2/J DEFGRID3
* xyz 6 1
C -4.32754 -2.36429 2.47445
C -3.59526 -3.46833 1.69257
C -4.55509 -4.58776 1.24727
N -3.90452 -5.88076 0.59381
C -5.09027 -6.75685 0.26820
C -2.93525 -6.54365 1.58914
C -1.55059 -6.19750 1.10615
C -1.69530 -6.13309 -0.43502
C -3.11924 -5.49692 -0.70949
H -4.76730 -2.64946 3.43016
H -5.22835 -2.04895 1.94795
H -3.69918 -1.48530 2.61816
H -3.02391 -3.99439 2.45736
H -2.90247 -3.06557 0.95371
H -5.30442 -4.22128 0.54563
H -5.01211 -4.87318 2.19477
H -4.86948 -7.73680 -0.15498
H -5.80024 -6.19698 -0.34056
H -5.49613 -6.93606 1.26381
H -3.12518 -7.61656 1.55916
H -3.26212 -6.17605 2.56183
H -0.76389 -6.89717 1.38842
H -1.31727 -5.24996 1.59176
H -1.67563 -7.14541 -0.83866
H -0.84501 -5.69045 -0.95384
H -3.63571 -5.95353 -1.55380
H -3.13432 -4.41454 -0.83719
C 2.58382 -0.25229 3.34304
C 1.38518 0.02468 2.40200
C 1.06879 -1.22171 1.48331
N 0.00191 -0.84487 0.33726
C -0.22347 -2.27558 -0.19666
C 0.70291 0.10876 -0.68809
C -0.07696 1.43324 -0.60057
C -1.21572 1.27030 0.44319
C -1.36571 -0.27467 0.67927
H 2.57587 -1.09418 4.03533
H 2.61880 0.55866 4.07054
H 3.49215 -0.22256 2.74125
H 1.68342 0.89219 1.81330
H 0.48030 0.47888 2.80574
H 0.68225 -2.06739 2.05211
H 1.99695 -1.43796 0.95431
H 0.68999 -2.52112 -0.73832
H -1.07216 -2.29603 -0.88034
H -0.39268 -2.96324 0.63195
H 0.44772 -0.28432 -1.67220
H 1.78781 0.10265 -0.58291
H -0.46972 1.63430 -1.59728
H 0.57441 2.25175 -0.29422
H -2.13975 1.80076 0.21322
H -0.89003 1.62727 1.42023
H -2.05127 -0.70930 -0.04819
H -1.70031 -0.51507 1.68841
C -7.41950 2.19080 -8.59639
C -5.92413 2.45036 -8.03646
C -5.50640 1.67224 -6.73222
N -4.15745 2.09176 -6.12399
C -3.06320 2.04625 -7.19866
C -3.81037 1.08778 -4.99898
C -3.46249 2.00108 -3.76778
C -3.17525 3.40526 -4.34143
C -4.31186 3.42966 -5.42723
H -7.53582 1.13414 -8.83729
H -7.57803 2.83767 -9.45925
H -8.19146 2.34829 -7.84315
H -5.83904 3.52522 -7.87665
H -5.25573 2.14925 -8.84310
H -5.47115 0.62591 -7.03563
H -6.29343 1.90162 -6.01384
H -2.94059 1.03341 -7.58234
H -2.14331 2.41507 -6.74492
H -3.30180 2.65932 -8.06776
H -3.12392 0.33672 -5.38987
H -4.65132 0.42964 -4.78044
H -2.60437 1.50436 -3.31499
H -4.39699 1.98190 -3.20704
H -2.21535 3.48189 -4.85214
H -3.21389 4.07830 -3.48491
H -4.30849 4.23169 -6.16538
H -5.29094 3.41119 -4.94852
C 5.53822 -2.43120 2.96845
C 5.51706 -3.94070 2.71784
C 4.88714 -4.37597 1.35325
N 4.64096 -5.89179 1.24048
C 5.85466 -6.79749 1.64182
C 4.29715 -6.21070 -0.22283
C 2.84533 -5.89210 -0.43130
C 2.14498 -6.10748 0.95599
C 3.35268 -6.28543 1.94495
H 4.52001 -2.04283 2.94586
H 6.20531 -1.93743 2.26184
H 5.76530 -2.09476 3.98006
H 5.00516 -4.40300 3.56184
H 6.56614 -4.23367 2.75901
H 5.59710 -4.14231 0.55986
H 3.91794 -3.91181 1.17074
H 6.74338 -6.67963 1.02184
H 5.60378 -7.85298 1.53643
H 6.05813 -6.57744 2.68981
H 4.38744 -7.27583 -0.43603
H 4.94756 -5.66469 -0.90616
H 2.35480 -6.42958 -1.24283
H 2.84305 -4.82732 -0.66440
H 1.62227 -7.05835 1.05944
H 1.52484 -5.22300 1.10172
H 3.48015 -7.35055 2.13828
H 3.30424 -5.73223 2.88289
C -5.42305 -8.69950 -3.89429
N -4.04154 -8.30034 -3.99669
C -3.12055 -8.96596 -3.35103
C -1.79164 -8.47240 -3.20957
C -1.45348 -7.23936 -3.82192
C -2.50950 -6.49344 -4.47703
C -3.77857 -7.10212 -4.56766
C -0.07860 -6.63140 -3.83619
C 0.99380 -7.27366 -4.48104
C 2.26270 -6.61670 -4.49080
N 2.37885 -5.34775 -4.01343
C 1.30678 -4.63856 -3.57052
C 0.05167 -5.31626 -3.38756
C 3.75032 -4.71467 -4.04832
H -5.54447 -9.74314 -3.60419
H -5.98272 -8.50853 -4.80993
H -5.81329 -8.15186 -3.03644
H -3.41155 -9.82339 -2.76235
H -1.02950 -9.11757 -2.79811
H -2.34254 -5.55061 -4.97662
H -4.53998 -6.58802 -5.13542
H 0.85571 -8.31658 -4.72524
H 3.22056 -7.03488 -4.76294
H 1.56074 -3.64043 -3.24550
H -0.73883 -4.79529 -2.86785
H 3.70205 -3.64939 -3.82256
H 4.10531 -4.79876 -5.07546
H 4.42884 -5.08609 -3.28036
C 0.34318 5.12762 4.08982
C 1.65182 5.42291 3.33034
C 1.69460 6.81863 2.52416
C 2.24594 7.98952 3.37365
C 3.52500 7.63824 4.19648
C 3.35219 6.34638 5.14356
N 2.82417 5.19491 4.23121
O 2.97292 3.89453 4.80356
C 2.34526 6.71633 6.29610
C 4.76852 5.99213 5.70709
C 1.83960 4.25233 2.29495
H -0.48290 5.09664 3.37936
H 0.16016 5.89894 4.83792
H 0.15789 4.17257 4.58139
H 0.62217 7.00003 2.45291
H 2.16480 6.73281 1.54455
H 1.47614 8.35266 4.05455
H 2.53828 8.79671 2.70202
H 3.74857 8.46932 4.86539
H 4.30867 7.45408 3.46159
H 2.81291 7.14417 7.18287
H 1.89912 5.78418 6.64273
H 1.52304 7.37649 6.01997
H 4.97514 6.81900 6.38658
H 5.50615 5.94066 4.90624
H 4.72393 5.03077 6.21883
H 1.84017 3.22313 2.65390
H 2.77280 4.30527 1.73421
H 1.04351 4.20094 1.55218
C -0.74908 8.78485 -0.05164
C -2.26863 8.50738 0.30236
C -3.09565 9.12501 -0.81731
C -4.53089 8.51583 -1.03055
C -4.46291 6.97390 -1.04444
C -3.95698 6.43723 0.23614
N -2.51956 7.00591 0.35048
O -1.61741 6.23751 1.08978
C -3.90849 4.88018 0.14648
C -4.92371 6.76118 1.49746
C -2.60821 9.19094 1.69884
H -0.57164 8.34960 -1.03509
H -0.01196 8.46053 0.68292
H -0.56101 9.85702 -0.10811
H -2.55151 8.98411 -1.75120
H -3.32558 10.19048 -0.82237
H -4.86363 8.79833 -2.02934
H -5.27917 8.86160 -0.31736
H -3.87354 6.60145 -1.88231
H -5.44678 6.53524 -1.21079
H -3.79430 4.41276 1.12452
H -2.98616 4.60645 -0.36585
H -4.72133 4.37114 -0.37146
H -4.34215 6.42984 2.35775
H -5.85513 6.19539 1.47677
H -5.21216 7.79232 1.70152
H -3.68644 9.29958 1.81598
H -2.26111 10.21719 1.57859
H -2.22030 8.69636 2.58935
C -2.57830 -1.27850 7.02306
C -1.60615 -0.12198 6.63232
C -2.45127 1.17638 6.66173
C -1.62364 2.51984 6.81906
C -0.64412 2.57696 7.99394
C 0.28237 1.27020 8.00149
N -0.58989 0.00943 7.74514
O -0.18801 -1.20210 8.34912
C 0.84394 1.25064 9.44221
C 1.43117 1.40837 6.99944
C -0.77433 -0.29267 5.35630
H -3.46651 -1.35964 6.39649
H -2.86811 -1.32397 8.07284
H -1.99564 -2.19906 6.98872
H -3.16691 1.24563 7.48098
H -3.09996 1.22316 5.78702
H -2.29179 3.37641 6.72977
H -0.99572 2.72395 5.95179
H -1.25757 2.60906 8.89437
H -0.11860 3.53191 7.99119
H 1.67795 1.94873 9.51413
H 1.35375 0.30327 9.61741
H 0.10849 1.30010 10.24519
H 2.12303 2.17805 7.34150
H 0.93146 1.68326 6.07056
H 2.03968 0.51017 6.89437
H -0.29716 0.60299 4.95855
H -1.47271 -0.62019 4.58617
H 0.01680 -1.04237 5.36877
C 1.47215 0.57294 -6.74013
C 2.72265 -0.04585 -6.05756
C 3.94633 -0.11895 -7.01934
C 4.87281 1.08786 -7.25687
C 5.37148 1.54139 -5.85209
C 4.10515 1.97254 -4.97283
N 3.08965 0.82367 -4.84551
O 2.31151 0.72342 -3.68668
C 3.31474 3.21627 -5.53768
C 4.67588 2.33124 -3.58097
C 2.54374 -1.53748 -5.48665
H 0.53875 0.64936 -6.18244
H 1.28807 -0.05507 -7.61180
H 1.72207 1.59498 -7.02490
H 3.62588 -0.53068 -7.97636
H 4.70560 -0.80800 -6.64947
H 4.33066 1.80687 -7.87104
H 5.74588 0.87737 -7.87455
H 6.11160 2.33192 -5.97614
H 5.98260 0.73711 -5.44248
H 3.93424 4.11176 -5.58673
H 2.39914 3.41561 -4.98087
H 2.96808 3.12584 -6.56711
H 4.81497 1.46012 -2.94072
H 3.99137 2.83844 -2.90105
H 5.58659 2.89862 -3.77277
H 2.61078 -2.30912 -6.25358
H 1.59922 -1.57377 -4.94383
H 3.32064 -1.69680 -4.73889
C -1.47675 -1.53857 -4.26078
C -2.59159 -2.60033 -3.90363
O -3.40639 -2.85586 -4.85381
O -2.61238 -3.02742 -2.74716
H -1.46031 -1.38272 -5.33946
H -0.52303 -1.96439 -3.94905
H -1.61040 -0.61207 -3.70236
C 0.86390 -4.31116 5.59083
C -0.53376 -4.96645 5.44363
O -0.89288 -5.27551 4.27896
O -1.10733 -5.11286 6.53630
H 1.56249 -5.10094 5.31463
H 1.02857 -3.97956 6.61603
H 0.96965 -3.44633 4.93585
C 4.91419 2.53336 2.29429
C 5.80197 3.62356 2.84245
O 5.46964 4.83715 2.59557
O 6.78785 3.35066 3.52790
H 4.72795 2.91631 1.29092
H 3.99787 2.62872 2.87683
H 5.47874 1.60330 2.22812
C 4.54563 -0.88479 -0.41555
C 4.11500 -1.75989 -1.60249
O 3.02788 -2.29727 -1.48794
O 4.87938 -2.01492 -2.53718
H 5.62218 -0.71606 -0.44087
H 4.30049 -1.33603 0.54591
H 4.05386 0.07298 -0.58568
*
```



Entry 2:
Entry from the OMol25 dataset: a cluster of 12 separate species, C6H36N2O11 in total at a distorted geometry (the ωB97M-V functional and the def2-TZVPD basis).

molecular weight	312.36	u
electronic energy	-32307.025	eV
structure (SMILES)	C=C(C[C@@H](C)N)NC.O.O.O.O.O.O.O.O.O.O.O
highest occupied orbital energy	-8.518	eV
energy relative to the best compared isomer or geometry (same formula, charge and spin)	83.5	kcal per mole

Geometry as ORCA input:
```
! RIJCOSX wB97M-V def2-TZVPD def2/J DEFGRID3
* xyz 0 1
C -0.08487 1.17470 -1.04995
C -0.06178 0.28142 0.01011
C 1.10964 0.03206 0.86415
C 2.16154 -1.00634 0.23768
C 3.66150 -0.74681 0.51854
N 1.92085 -2.43377 0.61727
N -1.29770 -0.35806 0.29435
C -1.40747 -1.76651 0.36771
H -0.83657 1.63239 -1.58378
H 0.86886 1.63068 -1.28727
H 0.87210 -0.41664 1.84430
H 1.56860 1.03165 1.05771
H 2.16376 -0.97654 -0.85999
H 3.99133 0.26229 0.68631
H 3.94719 -1.37111 1.42209
H 4.21642 -1.24980 -0.26603
H 1.79156 -2.62502 1.58568
H 1.10899 -2.75833 0.12545
H -2.10004 0.08047 -0.12409
H -1.56101 -2.36702 -0.52586
H -2.20297 -2.03983 1.10674
H -0.51922 -2.21250 0.90165
O 0.99379 0.85668 -3.97533
H 0.48929 0.96078 -4.85261
H 0.24811 0.88907 -3.36387
O -1.41677 -0.81947 -3.27525
H -2.37693 -1.01801 -3.29777
H -1.39941 -0.63352 -2.31665
O 1.63673 4.08907 1.38077
H 2.42789 3.79957 1.85423
H 1.97195 4.33297 0.44768
O 2.64851 -2.35294 -2.95974
H 1.82732 -1.91032 -3.19350
H 3.37113 -1.94136 -3.40061
O -4.23412 1.26252 0.28135
H -5.09809 0.92107 0.49204
H -4.20883 2.12779 0.71255
O -2.04256 -2.28060 3.83501
H -2.19154 -1.33942 4.03494
H -2.82986 -2.47783 3.30213
O 0.60690 -2.50986 3.44808
H 0.57357 -1.93675 4.21409
H -0.12026 -2.06837 3.00233
O -2.83986 2.08937 -2.18867
H -3.20294 2.93861 -1.95091
H -3.63437 1.52884 -2.18904
O -2.03090 0.27831 3.05912
H -2.19016 1.18522 3.38044
H -1.63857 0.18242 2.15647
O -1.90599 3.13296 0.68532
H -1.78774 2.38837 0.01019
H -1.18440 2.92316 1.27028
O 3.72472 0.54330 -2.19967
H 3.18400 1.28313 -2.50639
H 3.31872 -0.22214 -1.83983
*
```



Entry 3:
Entry from the OMol25 dataset: a structure of composition C17H21Al2BCl5CsF10NNaO8S at a distorted geometry (the ωB97M-V functional and the def2-TZVPD basis).

molecular weight	987.34	u
electronic energy	-155258.198	eV
highest occupied orbital energy	-11.191	eV

Geometry as ORCA input:
```
! RIJCOSX wB97M-V def2-TZVPD def2/J DEFGRID3
* xyz 2 1
F -4.08544 0.34099 -0.29769
C -3.88470 1.15303 -1.41926
F -4.53280 0.46719 -2.48523
C -4.71053 2.56059 -1.32128
C -6.13004 2.32992 -0.57632
C -7.06511 3.60826 -0.71654
C -8.48035 3.45501 0.02937
C -9.07136 1.94076 -0.15150
C -10.57470 1.62740 0.41808
O -11.16525 1.14576 -0.81261
B -10.36638 1.33370 -2.05411
O -9.03056 1.83291 -1.58803
C -2.35612 1.28945 -1.88382
F -2.30111 2.26321 -2.92774
F -2.01762 0.06938 -2.50624
S -1.06648 1.59560 -0.55426
F -1.21550 0.08698 0.12279
F 0.16223 1.05679 -1.62192
F -0.80902 3.18113 -1.24946
F -2.14888 2.32892 0.51366
F 0.18569 1.91987 0.57894
H -4.14531 3.37755 -0.72988
H -4.84162 2.96762 -2.38940
H -5.85897 2.14733 0.52206
H -6.56582 1.38210 -1.03692
H -7.24427 3.89038 -1.80130
H -6.54784 4.50508 -0.22698
H -9.24680 4.14229 -0.51096
H -8.37035 3.73311 1.13800
H -8.38409 1.25524 0.44629
H -10.48103 0.67960 1.03540
H -11.14350 2.45810 0.99265
H -10.90274 2.22109 -2.66191
H -10.10643 0.32401 -2.64912
Cs 2.25279 2.32074 0.91549
C 5.76010 -1.84370 0.10752
O 4.89917 -2.53352 0.65039
O 5.84358 -0.57956 0.20340
O 6.67812 -2.29049 -0.62493
N 9.90237 -1.19220 -2.88706
C 9.49563 -1.43110 -1.63202
C 10.33100 -1.38658 -0.52800
C 11.66909 -1.08122 -0.73067
C 12.11707 -0.83180 -2.01965
C 11.20008 -0.89757 -3.05634
H 8.44176 -1.66874 -1.52639
H 9.94600 -1.58617 0.46420
H 12.35563 -1.03797 0.10729
H 13.15418 -0.59118 -2.21485
H 11.50116 -0.70704 -4.08108
C 0.71248 -0.04271 6.05384
Cl 2.28786 -0.82681 6.21798
Cl -0.24373 -0.24792 7.52246
Cl 0.91658 1.67777 5.67516
H 0.18291 -0.51514 5.23122
Na -10.88398 4.33915 0.31446
Al -2.86252 3.95256 -1.25111
F 0.77960 -2.61766 5.52876
C 4.80614 -5.40205 1.53833
O 4.36318 -5.65580 2.65020
O 5.88430 -4.82048 1.31057
O 4.24726 -5.68430 0.46004
C 8.84230 -7.15757 1.16469
Cl 7.40940 -7.60315 0.23028
Cl 8.41986 -6.75776 2.83381
H 9.53677 -7.99519 1.16689
H 9.31024 -6.29113 0.70165
Al 5.24642 0.31594 -2.12130
*
```